No. 1
The following is a quantum chemistry calculation of a 11-piece molecular cluster, C40H52N10O4 overall, from the OMol25 dataset.

Last column: Mulliken spin population.
CARTESIAN COORDINATES (ANGSTROEM)
H: -19.01276 -40.42792 -11.80927  0.000
H: -21.46343 -42.15563 -14.83066  0.001
H: -14.70812 -31.56428 -16.21559  0.000
C: -16.76773 -38.88326 -17.17951  0.019
H: -17.47340 -35.56912 -17.37868  0.001
C: -17.14595 -38.52841 -15.85815  0.063
H: -14.79152 -38.11896 -11.45376  0.000
C: -19.56098 -32.53663 -14.38557  0.000
C: -16.64356 -34.34188 -7.87322  0.000
H: -18.76354 -39.51409 -13.35324  -0.009
C: -21.75646 -32.65829 -8.28480  0.000
C: -20.96763 -40.02772 -14.25864  0.294
H: -17.43578 -32.26731 -15.98980  0.000
C: -24.91587 -36.10556 -11.88536  0.000
N: -22.82495 -35.54426 -12.56695  0.000
N: -22.24686 -35.89531 -16.04319  -0.002
H: -15.16092 -35.16490 -13.86717  0.000
N: -20.64444 -33.34857 -14.53779  0.000
C: -17.51968 -35.15029 -8.57823  0.000
C: -21.62428 -32.72423 -15.30589  0.000
H: -25.92611 -34.34255 -12.62645  0.000
H: -23.28576 -35.12619 -19.05913  0.000
H: -23.36429 -33.55467 -13.31565  0.000
C: -18.61789 -39.52400 -12.27306  0.025
C: -23.59000 -36.10139 -15.99436  0.001
H: -23.20070 -37.47996 -11.72617  0.001
H: -18.38245 -34.88396 -10.53920  0.000
C: -16.48050 -33.13715 -8.58586  0.000
C: -23.63737 -36.56172 -12.09026  -0.001
C: -20.37261 -39.36909 -16.28691  0.308
H: -17.22383 -32.70341 -10.63727  0.000
H: -17.94979 -36.75389 -15.10896  0.005
C: -20.58024 -40.74777 -16.30970  0.137
H: -22.57813 -37.56824 -9.38939  0.000
N: -16.89257 -37.79813 -11.78718  0.002
C: -24.99051 -34.87770 -12.55827  0.000
C: -23.69019 -34.48800 -12.88082  0.000
N: -21.40464 -34.10665 -9.97037  0.000
C: -15.55162 -37.34872 -11.32297  0.000
C: -21.22494 -31.43845 -15.37249  0.000
H: -15.53501 -37.15822 -10.24989  0.000
H: -19.42898 -39.76726 -7.42815  0.000
C: -23.19536 -35.51619 -18.05608  0.000
C: -17.30658 -36.61289 -17.15709  0.054
H: -17.10860 -39.07352 -14.92656  -0.003
H: -21.87824 -30.61918 -15.63406  0.000
C: -24.17942 -35.95306 -17.22538  0.000
C: -17.16309 -39.06802 -12.02220  0.003
H: -17.44916 -37.06569 -12.20411  0.001
H: -21.75327 -31.77475 -7.66372  0.000
O: -16.31049 -39.91927 -12.18636  0.002
N: -17.89049 -34.52364 -9.73407  0.000
H: -18.74545 -32.91462 -13.78687  0.000
H: -17.96214 -36.09032 -8.28331  0.000
N: -17.49705 -37.14355 -15.92339  -0.012
C: -15.37265 -34.26247 -14.42143  0.000
C: -14.47544 -33.38669 -14.95948  0.000
C: -22.69090 -34.24354 -9.53845  0.000
C: -22.97991 -33.29695 -8.57615  0.000
H: -22.05980 -39.27384 -7.37891  0.000
H: -20.43329 -36.96819 -10.51206  0.000
O: -19.87354 -35.95553 -11.90251  0.001
H: -19.76359 -33.07753 -9.32759  0.000
H: -16.57431 -37.54613 -18.93377  -0.001
C: -21.08590 -41.16992 -15.05924  0.081
O: -18.25529 -35.77396 -13.31472  0.000
H: -20.18528 -38.59212 -17.01329  0.038
H: -21.53561 -36.00787 -15.33498  0.000
H: -16.32259 -39.78530 -17.57266  0.000
C: -20.82678 -33.18333 -9.17000  0.000
N: -16.61438 -33.95735 -14.87488  -0.001
H: -16.28483 -34.37790 -6.85518  0.000
O: -20.16167 -36.40777 -13.95803  -0.011
H: -19.13663 -38.63398 -11.91690  0.000
H: -24.09262 -36.06134 -15.03929  0.000
C: -21.99100 -35.60184 -17.38309  -0.001
H: -23.81342 -33.12925 -7.91017  0.000
H: -15.23638 -36.56224 -12.00867  0.000
H: -20.64382 -37.98156 -14.71020  0.013
H: -18.58227 -38.21050 -9.70919  0.000
N: -20.72082 -38.93301 -15.04023  -0.066
H: -17.40875 -34.50909 -14.58393  0.000
H: -20.46433 -41.38490 -17.17401  0.000
H: -21.82491 -35.58359 -12.70280  0.000
C: -19.96658 -39.14294 -8.12646  0.000
C: -19.43514 -36.05600 -13.03789  -0.001
C: -15.18804 -32.38057 -15.69623  0.000
H: -25.77614 -36.60791 -11.46824  0.000
C: -19.51257 -38.40625 -9.19674  0.000
H: -21.12478 -39.91019 -13.19660  0.051
C: -16.56997 -32.81899 -15.65452  0.000
H: -22.34401 -33.41848 -15.71382  0.000
N: -20.54375 -37.70087 -9.82570  0.000
C: -19.91819 -31.32927 -14.91440  0.000
H: -13.39665 -33.42777 -14.98993  0.000
H: -20.87088 -34.70399 -10.58550  0.000
H: -25.21584 -35.97581 -17.52824  0.000
C: -21.32067 -38.88374 -8.06294  0.000
H: -19.31270 -30.44413 -14.78668  0.000
C: -17.08037 -33.41418 -9.83688  0.000
C: -21.65087 -38.06326 -9.14133  0.000
H: -20.55068 -34.30656 -14.23194  0.000
H: -16.04548 -32.19768 -8.27837  0.000
H: -23.34202 -34.97174 -9.99906  0.000
H: -20.96553 -35.54221 -17.71666  0.000
C: -16.89222 -37.66494 -17.90848  0.001

Its spin multiplicity is 2. For the LUMO energy (spin up / spin down), the calculation gives 1.95 / -2.34 eV. The net charge is -1. As for the orbital gap (spin up / spin down): 0.2634 / 0.1056 Ha.


No. 2
The following is a quantum chemistry calculation of C40H52NO3P2RuS3Sb as an isolated structure, from the OMol25 dataset.

Last column: Mulliken spin population.
CARTESIAN COORDINATES (ANGSTROEM)
H: 1.75100 3.90507 -2.77570  0.002
H: -3.06080 3.22797 2.91530  0.000
H: -2.04060 6.32767 -0.07370  0.000
H: -1.58500 -0.54103 4.72250  0.000
P: -0.60240 -0.58863 1.96050  0.001
Sb: -1.16700 3.14347 0.24100  -0.078
C: 1.62080 0.03977 -2.94660  0.063
P: 2.04170 -0.16933 -0.11480  -0.040
C: 6.57950 -0.63053 -0.73140  -0.002
S: -1.92830 0.80027 -6.38560  -0.072
H: -3.44720 4.59617 0.19760  0.002
C: -0.16110 -2.35353 1.56960  0.015
C: 1.68690 0.67737 -1.70680  0.010
C: -3.19900 3.73797 0.81840  0.006
O: -3.03950 -3.44463 -1.94560  0.001
H: 1.98740 0.08227 6.96470  0.000
H: -3.86680 2.92087 0.53860  0.002
C: -1.17840 -5.14143 -1.01870  0.000
H: -0.15120 -2.69563 -3.37430  -0.003
H: 1.87610 2.57517 -0.69600  -0.009
H: 6.50150 1.33227 -1.58700  0.000
H: -0.86650 6.24527 1.23860  0.000
H: 1.98100 -2.31503 1.69760  -0.001
H: -2.82350 1.14897 1.66750  -0.009
H: -0.70190 2.37397 2.82870  0.002
C: 4.50150 -1.49323 0.10180  0.002
C: -0.09900 3.01207 2.17660  0.004
H: -0.50760 7.17087 -0.21610  0.000
C: 5.94310 0.53767 -1.11550  0.001
C: 2.22520 0.01737 4.83910  0.000
H: 0.72370 5.02727 -0.31850  0.000
C: -0.98190 6.26527 0.15930  -0.002
H: 1.31500 -3.69203 0.82400  -0.002
H: 0.22670 -0.72983 -7.27250  0.002
H: 1.55880 2.76067 -4.95850  -0.002
H: 2.18870 -2.46093 -0.97700  0.006
C: -3.03930 -0.60313 -0.85380  0.050
C: 1.59010 2.18527 -4.04680  0.001
C: 1.67920 2.82927 -2.82340  0.022
C: 1.45430 -1.90983 -0.37920  0.106
C: 1.49350 -0.04553 6.01420  -0.001
C: 3.85080 -0.34303 -0.32990  -0.004
H: -2.19880 -2.77203 3.24740  0.000
H: 3.95200 -2.28343 0.58940  0.000
C: -0.51540 -0.40053 4.75390  -0.001
H: 0.65300 -5.18893 -3.88380  0.000
H: -0.58150 4.84737 3.21950  0.000
C: 0.12500 -0.25413 5.96940  0.001
H: -0.94240 -2.69363 0.87770  0.004
C: 4.58530 0.68787 -0.90760  -0.001
H: -1.07210 -1.94153 -7.30310  0.001
C: 0.26320 -4.80903 -2.93880  0.001
C: -1.30290 -0.20953 -5.21650  0.002
H: -5.21900 1.00767 2.25580  0.000
H: 1.10890 -4.51643 -2.31130  0.000
C: 1.59100 -0.14103 3.62180  -0.004
H: -0.45660 -5.02663 -0.21160  0.000
H: 0.91270 4.07717 3.73330  -0.001
C: -0.19310 -1.59543 -6.75550  -0.003
C: -5.05400 -0.98723 3.03300  0.000
C: -0.66180 -3.62913 -3.15170  -0.001
C: 1.56850 0.79897 -4.10240  0.014
H: 7.63510 -0.75453 -0.91160  0.000
H: 0.86200 4.93837 2.19770  0.000
H: -4.39560 4.30087 2.50570  -0.001
C: -2.35400 -0.80043 2.39630  -0.015
H: -1.40530 -3.82043 -3.92250  0.000
S: -1.72430 0.28587 -3.67170  0.008
C: 0.21750 -0.36923 3.57280  -0.011
O: -0.53080 -1.25733 -5.41520  0.002
H: -1.36900 -6.20693 -2.86890  0.000
Ru: -0.34600 0.64457 -0.14100  0.922
O: -4.19670 -0.66513 -0.75640  0.076
H: 4.09630 1.59627 -1.22480  -0.002
C: 1.71760 2.08257 -1.65700  -0.030
C: 1.21950 -2.61133 0.96880  -0.032
H: -0.23250 -2.90963 2.51120  0.000
H: 0.02360 -6.71163 -1.89880  0.000
H: -4.57220 -2.95153 3.75710  0.000
H: 2.15860 -0.07613 2.70010  -0.007
C: -3.21980 0.25587 2.13770  -0.006
C: 0.29010 4.30137 2.86850  0.001
H: -6.10080 -1.06693 3.28190  0.000
H: 0.80660 2.44277 1.92460  -0.005
H: -0.44870 -0.30433 6.88190  0.000
C: -4.56240 0.17187 2.45570  -0.001
N: -1.84990 -0.55073 -0.95890  0.083
C: -0.57410 -5.85493 -2.21110  0.000
H: 0.50050 -1.85113 -0.92560  -0.085
H: -2.75440 4.93867 2.55740  0.000
H: -2.08600 -5.60323 -0.64180  0.000
C: -2.85470 -1.95373 2.99480  0.004
C: -3.35290 4.07147 2.29010  0.000
H: 0.54600 -2.39043 -6.69000  -0.001
C: 5.85970 -1.64013 -0.11390  0.002
H: 3.29010 0.19267 4.87450  0.000
S: -1.63120 -3.41453 -1.57890  -0.007
C: -4.19990 -2.04713 3.29930  0.000
H: 1.63690 -1.04023 -3.01070  -0.001
H: 6.35280 -2.54883 0.19520  0.000
H: -0.52470 5.06967 -1.56820  0.002
H: 1.53580 0.30347 -5.05990  0.002
C: -0.35380 5.05117 -0.49150  0.014

Its spin multiplicity is 2. For the LUMO energy (spin up / spin down), the calculation gives -5.67 / -5.41 eV. The net charge is +1. As for the orbital gap (spin up / spin down): 0.1098 / 0.1439 Ha.


No. 3
The following is a quantum chemistry calculation of C40H53N4O4PPtS2Se2 as an isolated structure, from the OMol25 dataset.

Last column: Löwdin charge in e.
CARTESIAN COORDINATES (ANGSTROEM)
N: 2.86548 -5.70805 5.44300  0.120
H: -1.50432 3.87982 -0.38581  0.066
H: 2.45857 5.67862 -1.09135  0.100
H: 0.05084 -3.10410 -4.55465  0.054
H: -3.90345 -4.21379 2.43028  0.129
H: -0.72470 8.44391 2.46944  0.095
C: 1.41944 6.14306 1.21893  -0.036
C: 0.50244 5.17870 0.79748  -0.184
H: -3.37326 -3.56638 -3.87842  0.081
C: -3.17237 -2.42923 -1.39787  -0.114
H: 1.20917 -3.45608 -2.32499  0.058
C: -2.76855 -1.77027 2.35727  -0.510
H: 6.09395 -2.22447 2.35722  0.091
C: -0.37985 7.53079 1.99756  -0.081
C: 4.21841 -1.22222 2.65644  -0.784
H: -1.94171 3.52284 1.26869  0.096
H: -1.85029 -2.27208 4.88589  0.126
H: -3.32261 6.98507 0.95443  0.079
C: 3.70937 2.04347 -1.17049  -0.029
H: 0.42090 3.12803 0.56572  0.102
H: -0.74804 0.59962 -4.93094  0.054
C: 3.98934 4.33984 -1.75066  -0.099
C: 1.58368 -2.43588 -2.36273  -0.094
C: -1.84796 4.33619 0.54157  -0.022
H: 1.65862 0.30510 -2.43437  0.057
O: -4.13355 -3.52871 4.31598  -0.063
C: -0.87439 5.38970 0.99690  -0.156
H: 5.38544 2.78781 -2.28325  0.093
H: -0.02644 -4.28886 4.16493  0.065
H: 2.47772 5.94921 1.11833  0.107
H: 4.54485 5.12837 -2.24603  0.093
C: -1.25898 -2.77938 4.11592  -0.277
H: -1.95724 -3.73515 0.85005  0.042
N: 6.58630 -5.33803 3.68207  0.126
C: 0.97477 7.31727 1.79827  -0.098
C: 4.45673 3.03222 -1.78509  -0.091
C: 4.79518 -3.47604 3.48175  -0.214
C: -1.30584 6.56407 1.61758  -0.243
H: -2.90583 7.66827 2.52727  0.066
C: 1.76438 1.18101 0.05296  -0.640
N: -0.59877 -0.92221 -0.70313  -0.412
H: -3.23566 5.94094 2.36538  0.079
H: 1.69444 8.06035 2.12062  0.094
P: -0.85484 -1.09820 -2.18610  0.816
H: -2.06388 -4.66004 -2.12611  0.081
C: -2.77363 -2.64824 -3.85322  -0.092
H: -3.75004 -0.09548 -2.79619  0.052
H: -0.62449 -4.10140 -2.96993  0.053
H: 4.03056 1.00989 -1.16922  0.112
H: -2.71251 -2.04146 -0.49217  0.028
H: -3.60649 -1.46960 2.99152  0.066
Se: -1.63594 -0.19580 2.29038  0.669
C: 3.53090 -3.61464 4.08996  -0.220
H: -1.19239 -4.79999 2.02695  0.065
H: -3.58844 -3.42181 -1.19357  0.082
C: 2.89936 -1.43302 3.17638  -0.665
C: -1.36844 -3.75148 1.76701  -0.500
H: 2.51174 -0.47531 -3.75715  0.087
C: -2.77157 6.80084 1.88064  -0.063
C: 0.70463 -1.49818 -3.20506  -0.581
H: -3.03479 0.45289 -1.26405  0.079
C: 5.78441 -4.51706 3.59258  -0.193
C: 2.81784 4.65922 -1.08874  -0.045
H: -3.15644 -1.94849 1.35862  0.035
Pt: 0.35822 -0.72002 1.05494  0.668
C: -1.63465 0.48003 -2.93095  -0.584
H: -3.45333 -1.81776 -4.04141  0.055
C: -1.33878 -3.84099 -2.19203  -0.104
C: 5.11120 -2.32632 2.79710  -0.095
H: -3.58729 -3.35421 5.08932  0.076
H: -0.15188 -1.48450 -5.22709  0.057
H: -1.49563 2.57639 -2.47056  0.074
C: 2.52154 2.33697 -0.50939  -0.058
H: -3.99783 -1.77744 -1.67635  0.063
H: -0.80826 -3.77691 -1.23800  0.041
C: -1.72795 0.56290 -4.45764  -0.089
C: 3.16922 -4.77512 4.83542  -0.215
H: 1.67523 -2.06696 -1.34356  0.035
H: -0.45177 -2.09385 3.85467  0.024
H: -2.28295 -0.26597 -4.89365  0.054
S: 1.61489 -0.22204 3.00671  0.529
H: -2.84127 4.74919 0.37466  0.067
H: -0.59320 1.54137 -1.35067  0.056
C: -0.85568 1.69057 -2.39842  -0.096
H: -2.25219 1.48742 -4.72879  0.082
C: -2.09765 -2.53738 -2.48386  -0.578
H: 2.58690 -2.46052 -2.80092  0.085
O: 2.18133 0.01954 -0.11398  -0.115
H: -3.42265 1.61527 -2.54430  0.077
C: 0.48226 -2.10559 -4.59443  -0.093
Se: 0.43178 -3.10258 1.39625  0.715
C: -3.26732 -4.02194 3.29819  -0.218
C: -3.04925 0.60513 -2.34527  -0.100
H: 0.05303 1.89755 -2.96086  0.068
N: 0.89096 3.96587 0.22991  0.111
H: 1.07257 0.47918 -4.10003  0.057
H: -2.06355 -2.70012 -4.67723  0.055
H: 1.45491 -2.19395 -5.09260  0.082
H: -2.81765 -4.96680 3.61640  0.119
C: 2.07604 3.67252 -0.42664  -0.164
C: 1.51857 -0.20754 -3.38238  -0.090
H: 1.64554 -2.66249 4.37129  0.081
O: 0.65128 1.37368 0.66125  -0.235
S: 4.80492 0.21567 1.95674  0.480
O: -0.76092 -3.97341 4.70772  -0.066
C: 2.61898 -2.57595 3.91101  -0.130
C: -2.13949 -3.05490 2.89471  -0.570

For the LUMO energy, the calculation gives 3.80 eV. The net charge is -2. As for the orbital gap: 0.1992 Ha. The energy above the lowest of the compared OMol25 structures with the same formula, charge and spin is 2.201 eV.


> Number 3 is which compound?

C40H53N4O4PPtS2Se2